1.
Molecular formula: C15H31NO3P2Sn
Method: DFT, ωB97M-V with the def2-TZVPD basis set

Structure (XYZ):
```
53
C15H31NO3P2Sn, DFT ωB97M-V with the def2-TZVPD basis set
Sn -1.648 -0.294 2.638
P 0.519 -2.042 1.305
P -0.177 1.850 1.900
O 0.519 0.844 3.687
O 0.414 2.325 5.332
O -1.330 1.025 4.945
N -0.152 1.419 4.730
C 0.941 3.100 2.536
C 0.913 0.819 0.756
C 0.941 0.781 -3.600
C -0.967 1.357 -2.066
C -0.838 -1.529 -2.609
C 2.222 -2.451 0.845
C 0.295 -0.507 0.271
C 1.412 -0.686 -3.395
C 0.502 -1.580 -2.618
C -0.509 -1.727 3.910
C -1.473 2.795 1.028
C -2.009 0.721 -2.909
C -1.633 -0.659 -3.517
C -0.472 -3.230 0.294
C 0.327 1.430 -2.401
H 2.410 -0.685 -2.914
H -2.254 1.381 -3.756
H 0.591 -1.656 3.995
H 1.963 2.704 2.545
H 1.120 1.447 -0.131
H -2.307 2.162 0.711
H 2.548 -3.274 1.487
H -0.788 -0.402 0.069
H -0.027 -3.348 -0.702
H 1.869 0.667 1.310
H 0.898 3.992 1.905
H -2.926 0.621 -2.306
H 2.846 -1.568 1.008
H -1.510 -2.880 0.190
H 1.542 -1.119 -4.401
H -1.354 1.912 -1.223
H 0.296 0.855 -4.493
H -0.800 -2.742 3.555
H -2.577 -1.182 -3.737
H 2.251 -2.755 -0.203
H 1.029 -2.396 -2.114
H 0.771 -0.753 -0.688
H -0.460 -4.201 0.813
H -1.855 3.582 1.687
H -1.055 3.288 0.149
H -1.123 -0.509 -4.483
H 1.836 1.369 -3.855
H 0.977 2.164 -1.918
H -1.409 -2.243 -2.016
H -0.949 -1.551 4.901
H 0.648 3.362 3.557
```

Values from the calculation:
* maximum force: 4.12 eV Å⁻¹
* energy above the lowest of the compared OMol25 structures with the same formula, charge and spin: 1.674 eV
* charge: 0

=====

2.
Molecular formula: C26H47FNO7PPbS
Method: DFT, ωB97M-V with the def2-TZVPD basis set

Structure (XYZ):
```
85
C26H47FNO7PPbS, DFT ωB97M-V with the def2-TZVPD basis set
Pb -6.292 -4.105 -2.561
S -1.248 2.158 3.572
P -2.209 -2.075 -5.364
F 3.091 -0.984 1.766
O -0.636 -0.716 -0.067
O 1.245 1.037 2.282
O -2.642 -1.428 -6.585
O -3.604 -2.306 -4.445
O -1.086 3.524 3.961
O -2.563 1.660 3.874
O -1.490 -3.468 -5.736
N -1.799 1.122 -1.214
C -0.998 1.964 1.788
C 0.176 0.996 1.387
C 2.231 2.806 3.745
C 0.446 1.346 -0.112
C -0.562 0.436 -0.925
C -4.052 -2.868 -2.166
C -0.262 -0.516 1.307
C -0.193 -3.713 -5.107
C 0.028 -5.248 -5.102
C -1.163 -0.909 -4.421
C -1.168 -1.126 -2.876
C 0.716 -1.582 1.825
C 2.233 1.952 -1.766
C -3.544 -3.405 -3.558
C 1.954 2.294 2.311
C 2.078 -1.646 1.098
C 3.450 1.951 4.242
C 2.533 -3.137 0.974
C 1.688 5.267 3.092
C 2.720 4.723 5.297
C -3.839 -0.585 0.585
C 1.840 1.231 -0.660
C -0.080 -0.210 -2.244
C -2.849 -0.687 1.270
C -1.621 -0.879 2.077
C 2.665 4.289 3.781
H -4.210 -4.214 -3.973
H 0.562 -3.201 -5.715
H -1.633 -1.946 2.331
H 3.551 5.416 5.464
H 3.685 4.438 3.400
H 0.749 5.377 3.646
H 2.955 2.091 1.889
H -4.708 -0.797 0.007
H 0.685 -5.447 -4.242
H 0.282 -2.586 1.734
H 2.385 -3.450 -0.067
H 0.830 -1.423 2.908
H 2.629 0.618 -0.195
H -0.137 -3.392 -4.060
H -2.531 -3.798 -3.410
H -1.901 1.301 -2.206
H 2.043 -3.788 1.703
H 4.274 2.135 3.534
H 1.912 -1.296 0.070
H -4.677 -3.653 -1.648
H 1.774 5.247 5.497
H -1.726 -0.340 3.028
H -0.148 -0.880 -4.835
H 3.224 0.879 4.136
H -1.605 0.082 -4.589
H 3.760 2.208 5.256
H -0.930 -5.722 -4.862
H -0.367 1.376 4.270
H 0.346 0.495 -2.968
H 2.341 3.042 -1.772
H 0.747 -0.884 -1.971
H 3.617 -3.146 1.148
H -1.958 1.683 1.338
H 1.416 2.585 4.445
H 2.496 1.418 -2.686
H -3.154 -2.676 -1.560
H 2.737 3.872 5.984
H 1.518 3.070 1.667
H 1.493 5.054 2.032
H -0.968 -2.168 -2.589
H -4.558 -1.893 -2.276
H -2.177 -0.873 -2.525
H 0.169 2.375 -0.413
H -0.762 2.970 1.412
H 2.162 6.262 3.124
H -1.873 2.026 -0.763
H 0.488 -5.608 -6.023
```

Values from the calculation:
* maximum force: 2.77 eV Å⁻¹
* energy: -2631.610655 a.u.
* charge: +2

=====

3.
Molecular formula: C2H3N3O
Method: DFT, ωB97M-V with the def2-TZVPD basis set

Structure (XYZ):
```
9
C2H3N3O, DFT ωB97M-V with the def2-TZVPD basis set
O 2.017 -0.397 0.022
N -2.569 -0.646 -0.202
N -0.476 -0.284 0.179
N -2.376 0.643 0.107
C -1.345 -1.217 -0.182
C -1.088 0.822 0.360
H -1.069 -2.302 -0.249
H -0.589 1.733 0.467
H 2.385 0.488 0.274
```

Values from the calculation:
* maximum force: 5.64 eV Å⁻¹
* energy above the lowest of the compared OMol25 structures with the same formula, charge and spin: 6.223 eV
* charge: 0

=====

4.
Molecular formula: C4H7N3
Method: DFT, ωB97M-V with the def2-TZVPD basis set

Structure (XYZ):
```
14
C4H7N3, DFT ωB97M-V with the def2-TZVPD basis set
N 1.145 -0.615 1.155
N -0.563 -1.610 0.244
N 0.619 -1.787 0.809
C 0.257 0.370 0.705
C -0.832 -0.304 0.146
C 1.914 0.253 -0.267
C -2.084 0.228 -0.472
H -2.513 1.040 0.124
H -2.820 -0.575 -0.551
H 0.345 1.396 1.041
H 2.260 -0.677 -0.707
H -1.901 0.617 -1.481
H 2.694 0.766 0.287
H 1.479 0.897 -1.034
```

Values from the calculation:
* maximum force: 0.46 eV Å⁻¹
* energy above the lowest of the compared OMol25 structures with the same formula, charge and spin: 3.698 eV
* charge: 0

=====

5.
Molecular formula: C5H10O2
Method: DFT, ωB97M-V with the def2-TZVPD basis set

Structure (XYZ):
```
17
C5H10O2, DFT ωB97M-V with the def2-TZVPD basis set
O 0.230 -3.015 -2.702
O 1.138 -0.344 -0.687
C 1.379 1.002 1.273
C -0.839 0.812 0.126
C -1.795 -0.061 -0.618
C 0.566 0.580 0.172
C 1.065 1.437 2.526
H 1.880 1.460 3.319
H 1.314 0.222 -1.469
H -2.146 0.249 -1.517
H -1.521 -1.130 -0.779
H -2.787 -0.116 -0.019
H -1.226 1.629 0.698
H 0.082 1.600 2.891
H 0.788 -2.288 -2.290
H 2.459 0.837 1.144
H -0.587 -2.875 -2.068
```

Values from the calculation:
* maximum force: 5.41 eV Å⁻¹
* energy above the lowest of the compared OMol25 structures with the same formula, charge and spin: 3.438 eV
* charge: 0
* SMILES: C=C/C(O)=C/C.O

=====

6.
Molecular formula: C28H60Br14ClOP
Method: DFT, ωB97M-V with the def2-TZVPD basis set

Structure (XYZ):
```
105
C28H60Br14ClOP, DFT ωB97M-V with the def2-TZVPD basis set
Br -2.243 -2.467 -2.527
Br -8.158 -2.647 -0.509
Br 6.900 -4.390 -1.767
Br -2.847 -2.320 4.129
Br 9.303 3.848 -0.805
Br -2.774 3.412 3.728
Br -9.476 0.368 1.103
Br -5.068 -0.145 -2.167
Br 6.060 4.613 -2.329
Br 0.667 3.481 2.483
Br 8.310 -3.084 1.366
Br -3.522 -4.144 0.555
Br -6.353 -3.268 3.453
Br -5.851 3.422 -2.249
Cl 7.253 -0.070 -1.218
P 4.675 -1.342 -0.251
O -1.791 4.345 -1.647
C -3.383 -4.034 -2.320
C 0.911 -1.287 0.753
C 5.077 1.479 -0.629
C 1.718 -3.235 -0.683
C -2.087 1.150 0.141
C -9.143 -2.479 1.157
C -4.265 -1.308 3.270
C 5.479 0.151 -1.182
C -0.755 4.788 2.254
C 5.745 1.886 0.680
C -1.484 1.992 -0.951
C 8.593 5.560 -1.387
C 8.633 -4.731 -0.960
C 7.122 5.677 -1.096
C -0.905 4.250 -2.734
C -1.593 4.938 3.498
C -6.692 0.767 -1.587
C -1.195 0.072 0.744
C -2.413 3.123 -1.266
C 3.095 -3.708 -0.270
C -4.356 -3.879 -1.180
C -10.216 -1.431 1.060
C 3.892 -2.800 0.647
C -7.028 1.896 -2.520
C 0.814 -2.762 0.442
C -0.042 -0.423 -0.087
C -5.598 -1.540 3.929
C 8.531 -4.830 0.537
H -10.888 -1.494 1.912
H 0.699 -1.144 1.798
H 4.748 -0.593 0.954
H -9.579 -3.457 1.345
H 3.520 -1.133 -1.048
H -1.289 1.405 -1.833
H -3.922 -4.118 -3.260
H 8.809 5.645 -2.446
H -8.413 -2.253 1.926
H -0.424 -1.062 -0.872
H -5.530 -1.515 5.011
H 6.875 5.333 -0.098
H 1.094 -3.317 1.326
H 5.167 0.101 -2.209
H 6.152 2.877 0.577
H -2.995 3.370 -0.394
H 1.230 -4.069 -1.164
H 4.002 1.443 -0.475
H 5.035 1.942 1.485
H 7.688 -5.436 0.850
H 3.682 -3.841 -1.173
H -4.812 -2.895 -1.166
H -3.110 2.833 -2.050
H 0.538 0.383 -0.498
H -6.323 -0.803 3.591
H 8.976 -5.672 -1.384
H 1.782 -2.470 -1.439
H -0.875 5.206 -3.228
H -1.228 3.508 -3.454
H -1.814 -0.793 0.924
H -8.036 2.262 -2.342
H 6.563 1.243 0.947
H -6.522 1.103 -0.570
H 3.301 -2.478 1.485
H -3.973 -0.266 3.363
H -6.924 1.604 -3.559
H -7.475 0.014 -1.592
H -0.532 2.379 -0.617
H 0.100 3.995 -2.421
H -2.330 1.850 0.917
H -2.240 5.807 3.413
H -0.261 5.727 2.015
H -5.133 -4.637 -1.237
H 3.025 -4.684 0.184
H -10.785 -1.509 0.140
H 1.913 -0.933 0.609
H 9.148 6.317 -0.838
H 9.290 -3.929 -1.278
H 9.448 -5.238 0.954
H -2.730 -4.891 -2.201
H -0.837 0.381 1.710
H 6.785 6.702 -1.223
H 4.723 -3.366 1.037
H -4.262 -1.591 2.221
H -0.210 -3.034 0.236
H 5.729 -2.163 -0.714
H -1.000 5.010 4.402
H -1.338 4.459 1.400
H 5.252 2.249 -1.355
H -3.026 0.741 -0.205
```

Values from the calculation:
* maximum force: 0.93 eV Å⁻¹
* energy: -38015.751429 a.u.
* charge: 0
* SMILES: CC[C@@H](Cl)[PH3]CCCCCCCCCCOC.BrCCBr.BrCCBr.BrCCBr.BrCCBr.BrCCBr.BrCCBr.BrCCBr

=====

7.
Molecular formula: C31H36Br2Ge2N3O2Ru
Method: DFT, ωB97M-V with the def2-TZVPD basis set

Structure (XYZ):
```
77
C31H36Br2Ge2N3O2Ru, DFT ωB97M-V with the def2-TZVPD basis set
Ru 0.588 -0.574 0.265
Br 6.632 1.461 3.711
Br 5.277 0.908 -1.688
Ge -0.502 -0.316 -1.948
Ge -1.210 1.145 0.590
O 2.659 0.006 -0.466
O 3.302 -6.731 -0.022
N 0.728 -2.782 0.391
N 1.863 -0.136 2.108
N 4.106 -4.922 -1.100
C 4.807 0.785 0.097
C 5.709 1.115 1.096
C -5.432 3.527 -2.043
C 1.507 -0.272 3.373
C -0.069 2.687 1.079
C 2.371 -0.006 4.439
C -4.751 4.254 0.175
C 0.391 0.884 -4.493
C -0.996 -2.132 -2.552
C -2.080 0.841 -2.068
C 1.826 -3.429 -0.016
C -0.744 3.975 1.535
C -3.474 0.933 2.633
C -0.237 -4.870 1.025
C -2.429 1.561 -0.946
C -4.410 2.616 -2.062
C 3.647 0.430 4.176
C 1.960 -4.803 0.071
C 0.907 -5.533 0.617
C 4.056 0.575 2.839
C 3.124 0.264 1.838
C 3.186 -5.577 -0.357
C 5.367 1.015 2.436
C -5.607 4.352 -0.927
C -0.288 -3.495 0.890
C 0.877 0.496 -3.104
C -3.520 2.487 -0.953
C -2.150 0.355 2.149
C -3.733 3.338 0.161
C -1.961 -2.135 -3.732
C 3.481 0.335 0.414
H -2.898 -1.636 -3.483
H 2.025 -0.142 5.451
H -3.070 3.269 1.007
H -1.423 0.398 2.963
H -1.321 4.436 0.732
H 1.694 -0.225 -3.162
H -0.001 4.706 1.853
H 0.576 2.891 0.220
H 3.922 -4.039 -1.543
H -0.065 -2.643 -2.807
H -1.169 -2.932 1.189
H -1.077 -5.403 1.441
H -2.294 -0.703 1.914
H -1.435 -2.671 -1.711
H 4.332 0.654 4.979
H -6.410 5.075 -0.918
H 0.578 2.311 1.876
H 2.616 -2.793 -0.402
H -0.017 0.033 -5.035
H -4.292 1.988 -2.929
H -3.363 1.954 2.993
H -6.102 3.611 -2.885
H 4.888 -5.465 -1.435
H -0.383 1.651 -4.445
H -4.230 0.928 1.849
H -4.893 4.899 1.027
H 1.016 -6.605 0.706
H -3.864 0.346 3.461
H 1.205 1.287 -5.094
H 1.274 1.368 -2.580
H -2.630 0.959 -2.992
H 6.700 1.451 0.830
H -1.542 -1.639 -4.606
H 0.491 -0.606 3.555
H -2.208 -3.154 -4.026
H -1.409 3.807 2.383
```

Values from the calculation:
* maximum force: 0.46 eV Å⁻¹
* energy above the lowest of the compared OMol25 structures with the same formula, charge and spin: 0.242 eV
* multiplicity: 6
* charge: +2

=====

8.
Molecular formula: C13H30BN6
Method: DFT, ωB97M-V with the def2-TZVPD basis set

Structure (XYZ):
```
50
C13H30BN6, DFT ωB97M-V with the def2-TZVPD basis set
N -3.431 -0.497 0.060
N -0.228 0.578 -1.640
N 0.870 -0.542 0.796
N -4.630 -1.505 1.937
N -2.270 -2.062 1.709
N 4.586 4.125 0.005
C -1.631 -2.026 -4.058
C 0.104 0.217 1.685
C 4.857 0.649 0.894
C 4.197 2.933 0.140
C -0.058 0.217 -2.836
C 0.332 -0.067 3.284
C 3.729 1.496 0.303
C -3.273 -0.907 1.507
C 0.147 -0.217 -4.279
C 6.100 0.618 0.011
C -0.889 1.333 1.015
C -2.991 0.343 2.536
C -1.155 -0.801 -4.832
B -2.264 1.651 1.856
H -1.121 0.995 -0.084
H -1.943 -0.039 -4.811
H -2.547 -2.426 -4.506
H 4.498 -0.376 1.037
H -4.812 -2.400 1.403
H 5.865 0.224 -0.985
H 0.341 -1.248 3.416
H -1.494 -2.003 1.012
H -2.568 -0.649 -0.506
H -1.914 -2.064 2.697
H -2.460 -0.091 3.485
H 6.868 -0.022 0.457
H 1.439 0.288 3.533
H -2.099 2.553 2.631
H 0.453 0.649 -4.875
H 6.537 1.614 -0.108
H 0.950 -0.960 -4.321
H -1.004 -1.080 -5.881
H -4.439 -1.849 2.926
H -4.197 -1.039 -0.412
H 3.423 1.104 -0.673
H 2.857 1.475 0.966
H -4.065 0.709 2.906
H -0.267 2.343 0.939
H 5.134 1.035 1.882
H -3.045 2.088 1.061
H -0.419 0.478 3.998
H -1.860 -1.782 -3.016
H -0.873 -2.817 -4.069
H 0.664 -0.247 -0.199
```

Values from the calculation:
* maximum force: 11.52 eV Å⁻¹
* energy: -866.570580 a.u.
* charge: -1

=====

9.
Molecular formula: C2H8N4O2
Method: DFT, ωB97M-V with the def2-TZVPD basis set

Structure (XYZ):
```
16
C2H8N4O2, DFT ωB97M-V with the def2-TZVPD basis set
O 1.107 1.889 0.208
O 1.549 -0.575 -0.603
N 0.152 -0.741 -0.623
N -0.178 1.520 0.288
N -2.518 -0.866 0.534
N -1.945 0.124 -0.370
C 2.017 -1.264 0.598
C -0.564 0.402 -0.223
H 1.766 -2.335 0.647
H 1.662 1.188 -0.231
H -2.489 0.981 -0.326
H 1.732 -0.819 1.580
H -2.357 -1.765 0.071
H -2.005 -0.737 1.409
H 3.112 -1.101 0.573
H 0.039 -1.004 -1.615
```

Values from the calculation:
* maximum force: 2.61 eV Å⁻¹
* energy above the lowest of the compared OMol25 structures with the same formula, charge and spin: 6.823 eV
* charge: 0
* SMILES: CON/C(=N\O)NN